(1)
A 4-piece molecular cluster, C48H65F24NO5 overall. Source: OMol25; level of theory: ωB97M-V/def2-TZVPD.

The calculation puts the orbital gap at 7.64 eV. The SMILES is CCCCCCCCCCCCCCCc1c(CCC)cc2c(c1C)C(=O)C=C(NCCCC)C2=O.FC(F)C(F)(F)COC(F)(F)C(F)F.FC(F)C(F)(F)COC(F)(F)C(F)F.FC(F)C(F)(F)COC(F)(F)C(F)F. The net charge is 0.

Bonds (Å) are listed after each position.
Cartesian coordinates (Å):
1 F -0.6179 -5.5536 -2.5251  C59 1.346
2 H -3.7347 -4.3374 -3.5769  C114 1.094
3 H 0.6206 3.2852 1.2939  C45 1.141
4 O -7.9013 -3.8134 -3.5352  C41 1.436, C84 1.412
5 C -5.5281 -2.1809 0.4727  C19 1.614, C117 1.614, O118 1.259
6 C 15.4097 -0.8375 6.1055  C14 1.543, O22 1.434, H90 1.094, H135 1.093
7 H -9.2749 -2.6414 -2.4576  C41 1.093
8 O -9.2574 -0.6835 -0.3463  C66 1.253
9 F 13.9442 -0.2098 4.3604  C14 1.356
10 N -8.8641 -1.5801 2.6796  C61 1.502, C98 1.495, H112 1.042
11 C -7.0032 1.4329 -0.9536  H71 1.145, C126 1.576, C142 1.540
12 C -10.1264 1.8540 4.1439  H31 1.158, H56 1.151, C67 1.633, C96 1.607
13 C 9.4291 0.0030 1.1031  H27 1.144, C49 1.622, C73 1.619, H137 1.147
14 C 14.5758 -1.2882 4.8879  C6 1.543, F9 1.356, F54 1.366, C57 1.532
15 C 10.8355 -1.6038 2.7483  C49 1.634, H64 1.141, H72 1.143, H107 1.141
16 C -0.6392 2.8154 -1.0293  C18 1.617, H81 1.146, C111 1.616, H140 1.155
17 F 18.0918 1.9049 3.5815  C35 1.355
18 C 0.0825 4.2280 -0.7175  C16 1.617, C45 1.628, H76 1.145, H129 1.154
19 C -6.5995 -2.2653 1.6765  C5 1.614, H43 1.147, C98 1.434
20 H 10.0955 1.5763 2.5524  C73 1.144
21 H -9.3877 -0.1602 5.0089  C67 1.158
22 O 15.8878 0.5145 6.1032  C6 1.434, C70 1.413
23 H -8.7572 4.2088 -0.4269  C121 1.155
24 H -2.2354 -7.4276 -4.7173  C68 1.094
25 H 3.9169 4.9754 -0.0802  C75 1.152
26 F 16.3350 -1.3382 3.2633  C57 1.346
27 H 9.1708 0.0028 -0.0115  C13 1.144
28 H -8.5350 0.6227 2.5798  C61 1.159
29 H -2.8134 -5.6341 -2.8977  C114 1.093
30 C 6.2379 3.8345 1.0180  H52 1.153, C83 1.613, C88 1.617, H133 1.149
31 H -10.0609 2.1767 3.0339  C12 1.158
32 H 4.7366 2.1727 1.2359  C88 1.142
33 F 16.0497 1.2127 3.3250  C35 1.351
34 F -8.5050 -3.7234 -6.3382  C110 1.350
35 C 16.9167 1.7161 4.2300  F17 1.355, F33 1.351, H50 1.092, C70 1.533
36 H -7.9184 3.6109 -2.5856  C60 1.148
37 H -5.0611 4.2501 -1.3526  C74 1.158
38 F 1.7465 -4.1815 -3.0175  C132 1.356
39 F -9.6703 -0.0141 -5.4965  C82 1.358
40 H -10.1993 -0.0872 1.9459  C61 1.143
41 C -8.3491 -2.5463 -3.0305  O4 1.436, H7 1.093, H58 1.094, C102 1.543
42 H 3.4010 4.2278 1.5873  C75 1.157
43 H -6.3457 -2.8691 2.6178  C19 1.147
44 H -12.0712 1.7308 5.4029  C96 1.138
45 C 1.1083 3.9664 0.5197  H3 1.141, C18 1.628, C46 1.633, H138 1.146
46 C 2.4107 3.2300 -0.1357  C45 1.633, C75 1.632, H92 1.140, H143 1.148
47 H 8.1171 2.8515 2.7058  C69 1.154
48 H 15.7682 -2.9860 4.2199  C57 1.094
49 C 10.8349 -0.7689 1.3436  C13 1.622, C15 1.634, H62 1.147, H115 1.143
50 H 16.5384 2.6884 4.5543  C35 1.092
51 H 5.1181 2.5625 -0.5783  C88 1.142
52 H 6.2031 3.7502 2.1676  C30 1.153
53 F -7.4606 -1.5722 -4.9918  C102 1.356
54 F 13.5861 -2.1015 5.3636  C14 1.366
55 F -10.0937 -4.1382 -3.9548  C84 1.346
56 H -9.1930 2.3074 4.6410  C12 1.151
57 C 15.3426 -2.0638 3.8125  C14 1.532, F26 1.346, H48 1.094, F85 1.355
58 H -7.5926 -2.2790 -2.2867  C41 1.094
59 C -0.6059 -4.2145 -2.6606  F1 1.346, F63 1.354, O105 1.417, C132 1.533
60 C -7.1812 4.2821 -2.0162  H36 1.148, C74 1.607, C121 1.612, H134 1.157
61 C -9.3701 -0.1668 2.7277  N10 1.502, H28 1.159, H40 1.143, C67 1.624
62 H 10.9462 -1.5356 0.4972  C49 1.147
63 F -0.5104 -3.7197 -1.4035  C59 1.354
64 H 9.8466 -1.4248 3.2889  C15 1.141
65 H -7.7263 5.7713 -0.3215  C121 1.152
66 C -8.1448 -0.7296 0.2285  O8 1.253, C98 1.619, C142 1.613
67 C -10.0581 0.2226 4.1460  C12 1.633, H21 1.158, C61 1.624, H87 1.149
68 C -1.7587 -6.5913 -5.2377  H24 1.094, F97 1.347, F116 1.357, C124 1.530
69 C 8.0920 2.1794 1.7680  H47 1.154, C73 1.609, C83 1.612, H91 1.150
70 C 17.0995 0.7729 5.4241  O22 1.413, C35 1.533, F106 1.353, F131 1.346
71 H -8.0259 1.9476 -0.9827  C11 1.145
72 H 11.7585 -1.2736 3.3355  C15 1.143
73 C 9.5578 1.5555 1.5425  C13 1.619, H20 1.144, C69 1.609, H99 1.149
74 C -5.7196 3.6168 -2.0650  H37 1.158, C60 1.607, H113 1.139, C126 1.609
75 C 3.7044 4.0004 0.4946  H25 1.152, H42 1.157, C46 1.632, C88 1.624
76 H 0.6329 4.5843 -1.6563  C18 1.145
77 H -10.4896 -0.8031 -3.8682  C82 1.094
78 H -2.7667 -1.5582 0.2469  C122 1.139
79 F -10.2500 -2.0949 -5.3607  C82 1.347
80 F -2.0458 -4.2981 -5.8084  C124 1.355
81 H -0.2202 1.9425 -0.4171  C16 1.146
82 C -9.7619 -1.0652 -4.6422  F39 1.358, H77 1.094, F79 1.347, C102 1.530
83 C 7.5950 3.1031 0.5442  C30 1.613, C69 1.612, H93 1.157, H101 1.141
84 C -8.8610 -4.6385 -4.1615  O4 1.412, F55 1.346, F94 1.354, C110 1.533
85 F 14.5171 -2.4068 2.7939  C57 1.355
86 F -9.5177 -5.6407 -6.2179  C110 1.356
87 H -11.1158 -0.2104 4.2598  C67 1.149
88 C 4.9730 2.9873 0.4718  C30 1.617, H32 1.142, H51 1.142, C75 1.624
89 F -3.8164 -5.5314 -5.5627  C124 1.367
90 H 14.7321 -0.8741 6.9634  C6 1.094
91 H 7.3199 1.3336 1.8771  C69 1.150
92 H 2.3488 3.3390 -1.2691  C46 1.140
93 H 7.3997 2.3929 -0.3481  C83 1.157
94 F -8.8237 -5.8191 -3.4996  C84 1.354
95 H -1.8962 -0.1679 -0.7416  C122 1.139
96 C -11.5164 2.4360 4.7029  C12 1.607, H44 1.138, H104 1.156, H108 1.156
97 F -0.4925 -6.4745 -4.7940  C68 1.347
98 C -7.8537 -1.5762 1.5771  N10 1.495, C19 1.434, C66 1.619
99 H 10.1209 2.1864 0.7647  C73 1.149
100 H -2.4601 2.4718 0.3336  C111 1.143
101 H 8.3505 3.8891 0.2088  C83 1.141
102 C -8.3938 -1.3708 -4.0292  C41 1.543, F53 1.356, C82 1.530, F139 1.365
103 C -4.3239 1.3701 -1.3730  C126 1.557, C127 1.576, C130 1.606
104 H -12.1526 2.7198 3.7805  C96 1.156
105 O -1.8593 -3.7793 -3.1568  C59 1.417, C114 1.435
106 F 17.9162 1.3557 6.3323  C70 1.353
107 H 10.9356 -2.7181 2.5245  C15 1.141
108 H -11.2680 3.4467 5.2056  C96 1.156
109 H 0.6115 -2.6141 -3.4958  C132 1.093
110 C -8.5531 -4.8804 -5.6434  F34 1.350, C84 1.533, F86 1.356, H136 1.093
111 C -2.2179 2.9083 -0.6950  C16 1.616, H100 1.143, H123 1.143, C130 1.635
112 H -8.2914 -1.7450 3.5342  N10 1.042
113 H -5.2444 3.5874 -3.1001  C74 1.139
114 C -2.7483 -4.8092 -3.6120  H2 1.094, H29 1.093, O105 1.435, C124 1.543
115 H 11.7390 -0.0725 1.2745  C49 1.143
116 F -1.6732 -6.9173 -6.5517  C68 1.357
117 C -5.4650 -0.7318 -0.2354  C5 1.614, C127 1.542, C142 1.576
118 O -4.8185 -3.1571 0.1153  C5 1.259
119 H -7.0190 4.1949 0.3014  C121 1.156
120 H -2.7441 -1.5562 -1.5840  C122 1.157
121 C -7.6898 4.6390 -0.5289  H23 1.155, C60 1.612, H65 1.152, H119 1.156
122 C -2.7927 -0.8654 -0.6568  H78 1.139, H95 1.139, H120 1.157, C127 1.594
123 H -2.5624 3.9972 -0.7321  C111 1.143
124 C -2.5653 -5.3027 -5.0625  C68 1.530, F80 1.355, F89 1.367, C114 1.543
125 F 0.4840 -4.1154 -4.7828  C132 1.350
126 C -5.6826 2.1242 -1.4641  C11 1.576, C74 1.609, C103 1.557
127 C -4.1723 -0.0745 -0.7607  C103 1.576, C117 1.542, C122 1.594
128 H -2.2828 1.2849 -2.2335  C130 1.153
129 H -0.6514 5.0365 -0.3446  C18 1.154
130 C -3.0024 2.1196 -1.8938  C103 1.606, C111 1.635, H128 1.153, H141 1.139
131 F 17.6892 -0.3908 5.0907  C70 1.346
132 C 0.5721 -3.7060 -3.4991  F38 1.356, C59 1.533, H109 1.093, F125 1.350
133 H 6.1886 4.9454 0.7281  C30 1.149
134 H -7.0937 5.2858 -2.5844  C60 1.157
135 H 16.2034 -1.5476 6.3522  C6 1.093
136 H -7.5927 -5.3866 -5.7654  C110 1.093
137 H 8.5724 -0.5429 1.6354  C13 1.147
138 H 1.3643 4.9863 0.9760  C45 1.146
139 F -7.9929 -0.2588 -3.3471  C102 1.365
140 H -0.5254 2.5252 -2.1412  C16 1.155
141 H -3.1929 2.8569 -2.7404  C130 1.139
142 C -6.8428 0.0230 -0.3545  C11 1.540, C66 1.613, C117 1.576
143 H 2.4174 2.1098 0.1131  C46 1.148

(2)
An isolated ion of composition C3H10N2S and charge -1. Source: OMol25; level of theory: ωB97M-V/def2-TZVPD.

The calculation puts the orbital gap (spin up / spin down) at 2.54 / 8.02 eV. Its expectation value of S² is 0.751. The net charge is -1. The energy relative to the best compared isomer or geometry (same formula, charge and spin) is 57.13 kcal/mol. As for the multiplicity: 2.

Bonds (Å) are listed after each position.
Cartesian coordinates (Å):
1 H -1.1846 -1.4690 -1.3593  N10 0.997
2 H 0.3669 0.8590 1.4672  C7 1.128
3 H -1.7145 -0.3092 1.0557  C5 1.103
4 H 1.2316 -2.0263 -1.7361  C9 1.058
5 C -1.2502 0.0408 0.1179  H3 1.103, C7 1.632, N10 1.568, H11 1.066
6 H 1.0249 -2.2264 -0.0261  C9 1.143
7 C -0.2109 1.2161 0.5666  H2 1.128, C5 1.632, H14 1.143, S15 1.915
8 H 1.7760 0.5762 -1.1558  N13 1.040
9 C 0.8971 -1.4883 -0.8894  H4 1.058, H6 1.143, N10 1.551, N13 1.574
10 N -0.5980 -1.1893 -0.6035  H1 0.997, C5 1.568, C9 1.551
11 H -1.9312 0.3803 -0.6291  C5 1.066
12 H 1.9749 -0.2397 0.4105  N13 1.031
13 N 1.8975 -0.3043 -0.6151  H8 1.040, C9 1.574, H12 1.031
14 H 0.4636 1.6740 -0.2339  C7 1.143
15 S -1.4382 2.5257 1.2339  C7 1.915, H16 1.291
16 H -1.3050 1.9805 2.3967  S15 1.291

Among the records above, which one has the highest net charge?
C48H65F24NO5

Which of these has the highest net charge?
C48H65F24NO5

Number 2 is which compound?
C3H10N2S

The highest net charge belongs to which entry?
C48H65F24NO5